No. 1
The following is a DFT calculation (the ωB97M-V functional and the def2-TZVPD basis) of a molecular structure, C44H64F2N5O6P2SV at a distorted geometry.

The geometry in ORCA input format:
```
! RIJCOSX wB97M-V def2-TZVPD def2/J DEFGRID3
* xyz 1 2
V -0.51820 -0.54680 0.10860
C 1.23890 6.57460 -0.60860
C 1.39910 5.06980 -0.43180
C 2.83120 4.58260 -0.60240
O 0.93360 4.75850 0.88540
P 0.35540 3.29670 1.23540
O 0.34250 2.37530 0.10190
C -1.30910 3.77150 1.88290
P -2.43880 2.35300 1.70690
O -1.94990 1.26250 0.85510
O -2.77470 2.02520 3.22490
C -3.53360 0.91700 3.76170
C -4.90930 1.41960 4.17640
C -3.65160 -0.25680 2.80640
O -3.77980 2.86670 0.98080
C -4.62400 4.01600 1.16900
C -4.47380 4.93060 -0.04450
C -4.40880 4.76900 2.47700
O 1.21490 2.80010 2.46860
C 1.66250 3.71200 3.49950
C 1.03150 3.35120 4.83820
C 3.18050 3.63650 3.57840
H 1.54420 6.87800 -1.60560
H 1.84320 7.10440 0.12270
H 0.19890 6.85780 -0.46180
H 0.76360 4.53540 -1.14720
H 3.49480 5.09800 0.08710
H 3.17000 4.76030 -1.61920
H 2.86570 3.51380 -0.39560
H -1.67630 4.59040 1.26820
H -1.25610 4.10090 2.91690
H -2.96750 0.62470 4.65190
H -5.45150 1.76430 3.30060
H -4.82440 2.23330 4.89160
H -5.46230 0.60550 4.63420
H -4.15590 0.05900 1.89710
H -4.24150 -1.04000 3.27570
H -2.67500 -0.66170 2.54400
H -5.64220 3.60130 1.16800
H -3.47970 5.37090 -0.08600
H -5.21160 5.72630 0.01420
H -4.63500 4.36520 -0.95840
H -3.57490 5.46520 2.41670
H -4.23380 4.07110 3.29030
H -5.30630 5.33990 2.70460
H 1.36650 4.72680 3.20700
H 1.36500 2.36840 5.16090
H -0.05530 3.34720 4.78270
H 1.33810 4.08230 5.58380
H 3.48720 2.62480 3.82870
H 3.52870 4.31670 4.35090
H 3.62770 3.91190 2.62700
F -0.16120 0.27910 5.44380
C 0.03910 -0.54970 4.38800
C -0.28120 -0.11150 3.11790
C -0.09070 -0.92770 2.00730
C 0.53770 -2.17350 2.22600
C 0.79160 -2.61130 3.52640
F 1.26940 -3.85400 3.76650
C 0.53670 -1.81880 4.62840
C 0.95300 -2.82190 0.99350
C 1.74140 -3.97070 0.93500
C 2.14080 -4.47970 -0.28550
C 1.71030 -3.82530 -1.43340
C 0.91170 -2.71060 -1.30150
N 0.54260 -2.17800 -0.13410
H -0.66740 0.89080 3.00640
H 0.74040 -2.17940 5.62180
H 2.03980 -4.46680 1.84270
H 2.76500 -5.35700 -0.34400
H 1.99020 -4.16950 -2.41870
H 0.55500 -2.21660 -2.19320
N 6.93890 0.65400 -1.21870
C 6.30400 0.13850 -0.14790
S 7.17540 -0.49040 1.10380
C 4.84620 0.13620 -0.13600
C 4.16400 -0.07080 1.06610
C 2.78550 -0.05330 1.08660
N 2.04110 0.13730 0.00050
C 2.68460 0.33310 -1.14290
C 4.05920 0.34270 -1.27450
H 7.94370 0.67560 -1.21840
H 6.44180 1.12530 -1.95370
H 4.73500 -0.24530 1.96240
H 2.24850 -0.18020 2.01560
H 2.05410 0.51200 -2.00390
H 4.49380 0.47620 -2.25470
C -3.02430 1.69840 -2.51870
N -3.21060 0.26210 -2.29600
C -3.96020 -0.37080 -3.38220
C -3.83520 -0.01670 -0.97290
C -3.52090 -1.42450 -0.53450
C -4.54850 -2.35240 -0.68940
C -4.37560 -3.67280 -0.33370
C -3.17380 -4.03240 0.24660
C -2.16730 -3.09590 0.41830
C -2.25830 -1.76180 -0.00300
H -2.63150 1.87590 -3.51970
H -2.31870 2.07830 -1.77930
H -3.97700 2.21490 -2.40710
H -2.24370 -0.15060 -2.18480
H -4.94020 0.10000 -3.46780
H -4.09130 -1.42790 -3.16200
H -3.44050 -0.26560 -4.33170
H -4.91100 0.14520 -1.06390
H -3.40870 0.69470 -0.26990
H -5.49600 -2.02190 -1.09470
H -5.16320 -4.39300 -0.49240
H -3.01560 -5.04930 0.57190
H -1.27260 -3.45110 0.91050
C -0.72800 -0.48430 -5.22210
C 0.44210 -0.08410 -4.30270
C 1.60390 -1.06500 -4.52590
C 0.89200 1.34650 -4.63060
C -0.02740 -0.11980 -2.92620
N -0.54550 -0.16540 -1.87650
H -0.37250 -0.54290 -6.24810
H -1.52520 0.25610 -5.18720
H -1.12880 -1.45750 -4.94270
H 2.01730 -0.90190 -5.51840
H 1.26200 -2.09560 -4.46460
H 2.39280 -0.92220 -3.79170
H 1.15610 1.41160 -5.68250
H 1.75870 1.62350 -4.03660
H 0.09890 2.06250 -4.42570
*
```

Computed properties:
lowest unoccupied orbital energy (alpha / beta): -2.37 / -2.38 eV
HOMO-LUMO gap (alpha / beta): 5.9340 / 4.5982 eV

---

No. 2
The following is a DFT calculation (the ωB97M-V functional and the def2-TZVPD basis) of 7 unconnected molecules or ions with the total composition C4H23NO7 at a distorted geometry.

The geometry in ORCA input format:
```
! RIJCOSX wB97M-V def2-TZVPD def2/J DEFGRID3
* xyz 0 1
C -10.92156 35.37801 -9.96396
O -10.22358 34.16020 -9.67171
C -8.82298 34.39616 -9.47985
C -8.06564 33.07618 -9.20950
C -8.39926 32.51837 -7.92333
N -6.64136 33.26545 -9.29612
H -11.01739 36.06062 -9.11959
H -11.96919 35.18883 -10.19803
H -10.44353 36.01881 -10.70488
H -8.43682 34.95130 -10.33472
H -8.46271 35.02315 -8.66426
H -8.34738 32.39785 -10.01485
H -8.29577 31.43577 -7.84994
H -9.43206 32.73185 -7.64789
H -7.81923 32.93981 -7.10233
H -6.45245 33.57146 -10.23992
H -6.09599 32.41591 -9.32733
O -12.68324 37.12959 -17.55150
H -13.28611 37.87176 -17.59584
H -13.05874 36.55491 -16.88444
O -10.41301 33.74522 -19.76633
H -11.18678 34.08581 -19.31745
H -10.75499 33.35211 -20.56930
O -13.35287 33.73912 -14.68190
H -12.75439 33.24878 -14.11833
H -14.14475 33.84664 -14.15504
O -17.65433 34.57820 -13.06249
H -17.95062 34.98475 -12.24815
H -18.44383 34.18702 -13.43654
O -8.99288 36.75983 -15.63335
H -9.75452 37.02441 -16.14923
H -8.98929 35.80395 -15.68361
O -12.15723 30.69681 -11.10663
H -11.64130 29.92317 -10.87959
H -11.58935 31.43615 -10.88955
*
```

Computed properties:
lowest unoccupied orbital energy: 0.37 eV
HOMO-LUMO gap: 9.9544 eV

---

No. 3
The following is a DFT calculation (the ωB97M-V functional and the def2-TZVPD basis) of a molecular structure, C23H47GdNO2S2Si2 at a distorted geometry.

The geometry in ORCA input format:
```
! RIJCOSX wB97M-V def2-TZVPD def2/J DEFGRID3
* xyz 1 8
O -0.70242 -1.32999 -1.35372
O 0.90369 0.76108 -3.33611
C 0.07205 -2.49092 -1.83190
C -0.58812 -3.80925 -1.49190
H 1.05095 -2.39553 -1.33557
H 0.22027 -2.37141 -2.91152
H -0.58062 -4.01368 -0.41195
H -0.01658 -4.58541 -2.01116
H -1.61719 -3.87341 -1.85443
C -1.85605 -0.89081 -2.13369
C -1.73065 -1.17112 -3.60560
H -1.92239 0.18660 -1.95447
H -2.73968 -1.36990 -1.70001
H -0.86896 -0.65287 -4.03800
H -2.62415 -0.78584 -4.10521
H -1.67964 -2.24570 -3.81203
C 0.29996 2.22041 -3.25032
C 2.19804 0.46485 -4.12231
C -0.71576 2.39392 -4.33134
H 1.16763 2.87588 -3.33025
H -0.14568 2.26949 -2.25505
H -0.26591 2.36288 -5.32757
H -1.17071 3.38365 -4.20392
H -1.52481 1.65714 -4.26789
C 2.03952 0.86414 -5.55533
H 2.30354 -0.60776 -3.98224
H 2.98065 1.00496 -3.58915
H 1.28308 0.24559 -6.04798
H 2.99157 0.69005 -6.06729
H 1.79775 1.92158 -5.67597
H 1.14062 0.52261 -2.39524
Gd -0.21063 -0.69319 0.75933
C 1.80353 0.32274 -0.49656
Si 3.36793 0.62167 0.48931
H 2.12106 -0.41148 -1.26119
H 1.50659 1.30123 -0.90662
C 4.71475 -0.49972 -0.22206
C 3.12399 0.25384 2.31258
C 3.87108 2.41065 0.20056
C -2.23802 -1.76649 1.20225
Si -3.26153 -0.22709 1.21894
H -2.18815 -2.27287 2.18543
H -2.56653 -2.53539 0.48372
C -4.75253 -0.39409 0.09358
C -2.28073 1.33109 0.70946
C -3.87100 0.09478 2.95809
H 3.30002 2.81489 -0.64567
H 4.93658 2.49625 -0.04263
H 3.66942 3.04584 1.07150
H 4.50886 -1.55116 0.01567
H 5.71782 -0.25714 0.15426
H 4.74104 -0.40323 -1.31673
H 2.89867 -0.80534 2.50301
H 2.29888 0.84583 2.73497
H 4.02575 0.50619 2.88919
H -2.70899 1.69648 -0.23649
H -1.17297 1.38892 0.58547
H -2.50494 2.07438 1.48983
H -4.69017 0.82526 2.92540
H -3.07018 0.47709 3.60560
H -4.24235 -0.84605 3.38451
H -5.53472 0.31731 0.39969
H -5.16238 -1.41199 0.18382
H -4.51918 -0.21710 -0.96583
S 0.90927 -2.81432 1.96194
C 0.50543 -1.79564 3.25726
N 0.02130 -0.52862 3.18200
C -0.16185 0.05519 4.44131
C -0.58774 1.37031 4.71154
C -0.66696 1.77907 6.04490
C -0.35117 0.89059 7.08841
C 0.05955 -0.41886 6.81762
C 0.17454 -0.82087 5.49343
S 0.70718 -2.37441 4.91445
H -0.82935 2.02564 3.87371
H -0.97962 2.78849 6.30895
H -0.42476 1.21575 8.12936
H 0.29323 -1.13570 7.60189
*
```

Computed properties:
lowest unoccupied orbital energy (alpha / beta): -2.25 / -4.32 eV
HOMO-LUMO gap (alpha / beta): 4.3248 / 5.4859 eV

---

No. 4
The following is a DFT calculation (the ωB97M-V functional and the def2-TZVPD basis) of 2 unconnected molecules or ions with the total composition C2H4OS2 at a distorted geometry.

The geometry in ORCA input format:
```
! RIJCOSX wB97M-V def2-TZVPD def2/J DEFGRID3
* xyz 0 1
O 2.83798 1.39451 -0.31631
C 2.48085 0.82982 0.63367
S 2.27942 -0.88398 0.53769
H 2.14813 1.36989 1.57984
H 2.74242 -0.90857 -0.77300
C -3.24102 -0.49123 -0.41017
S -1.90984 0.40041 -0.38900
H -4.21603 -0.16115 -0.24108
H -3.12192 -1.54970 -0.62166
*
```

Computed properties:
lowest unoccupied orbital energy: -0.43 eV
HOMO-LUMO gap: 8.5137 eV

---

No. 5
The following is a DFT calculation (the ωB97M-V functional and the def2-TZVPD basis) of C5H10O3 in the gas phase at a distorted geometry.

The geometry in ORCA input format:
```
! RIJCOSX wB97M-V def2-TZVPD def2/J DEFGRID3
* xyz 0 1
C -0.59754 -0.85631 1.70024
C 0.64870 0.02941 1.31129
C 0.83103 0.14756 -0.19532
O 1.13643 -1.10729 -0.74309
O 1.91954 0.99756 -0.49697
C -0.48158 0.82119 -0.72915
C -1.23415 0.06663 -1.79459
O -0.75370 1.98890 -0.43697
H -1.56145 -0.57770 1.26751
H -0.37946 -1.90211 1.46497
H -0.74090 -0.76468 2.78104
H 1.53575 -0.42283 1.76823
H 0.50546 1.00936 1.77903
H 1.64172 -0.89015 -1.54524
H 1.79450 1.79646 0.05055
H -2.07009 0.67545 -2.14982
H -0.57216 -0.14005 -2.63888
H -1.62211 -0.87140 -1.39281
*
```

Computed properties:
lowest unoccupied orbital energy: 0.79 eV
HOMO-LUMO gap: 10.3100 eV

---

No. 6
The following is a DFT calculation (the ωB97M-V functional and the def2-TZVPD basis) of a gas-phase ion, C5H13NO (charge +1) at a distorted geometry.

The geometry in ORCA input format:
```
! RIJCOSX wB97M-V def2-TZVPD def2/J DEFGRID3
* xyz 1 2
C -1.19745 -0.03759 -0.73500
C -2.25006 -0.83041 0.09786
O -2.03314 -2.20275 0.01566
C -0.03268 -0.00294 0.20336
N 1.31145 0.26956 -0.20433
C 2.24619 -0.10825 0.81443
C 1.43115 1.61186 -0.71954
H -1.59631 0.89265 -1.06024
H -1.09999 -0.65774 -1.68332
H -3.24915 -0.49550 -0.20168
H -2.26938 -0.68651 1.25153
H -2.72950 -2.63954 -0.55199
H -0.34925 0.58049 1.13387
H -0.07697 -1.08076 0.55697
H 3.12552 -0.49617 0.28738
H 2.36479 0.73956 1.65083
H 1.88872 -0.95661 1.45840
H 2.17381 1.75316 -1.49440
H 0.55811 2.06885 -0.99131
H 1.78412 2.27865 0.17154
*
```

Computed properties:
lowest unoccupied orbital energy (alpha / beta): -2.71 / -7.78 eV
HOMO-LUMO gap (alpha / beta): 11.3662 / 6.2870 eV